No. 1
49
Properties=species:S:1:pos:R:3 method="wB97M-V/def2-TZVPD" total_energy_ev=-30669.230 e_above_lowest_kcal_mol=0.0 lumo_energy_ev=-9.5 charge=+3 homo_energy_ev=-19.05 max_force_ev_per_a=3.60
Al 6.666 7.739 10.002
C 3.946 7.192 11.174
O 4.804 8.079 10.428
C 4.161 8.921 9.452
C 5.268 9.942 9.102
N 6.655 9.296 8.931
C 7.859 10.059 9.243
C 8.027 11.034 8.135
O 7.481 10.423 6.958
C 7.742 11.026 5.651
H 4.234 7.042 12.242
H 4.075 6.244 10.706
H 2.869 7.487 11.192
H 3.261 9.389 9.883
H 3.823 8.353 8.559
H 5.322 10.508 10.082
H 5.160 10.652 8.294
H 6.815 9.023 7.922
H 8.613 9.357 9.232
H 7.719 10.450 10.308
H 9.107 11.411 8.232
H 7.388 11.836 8.435
H 7.886 10.126 4.976
H 8.662 11.587 5.667
H 6.851 11.617 5.456
C 6.819 7.009 6.862
O 7.469 6.959 8.121
C 8.136 5.700 8.180
C 8.522 5.630 9.627
N 7.194 5.867 10.481
C 7.483 5.727 11.973
C 7.954 7.092 12.554
O 7.169 8.062 11.843
C 6.490 8.869 12.812
H 5.816 6.610 6.763
H 7.476 6.398 6.225
H 6.842 8.039 6.467
H 9.053 5.650 7.620
H 7.530 4.888 7.973
H 9.211 6.395 9.950
H 8.915 4.675 10.035
H 6.544 5.098 10.244
H 8.276 4.946 12.243
H 6.459 5.473 12.300
H 9.071 7.358 12.495
H 7.753 6.840 13.586
H 7.014 9.757 13.049
H 6.350 8.409 13.834
H 5.564 9.242 12.345

No. 2
56
Properties=species:S:1:pos:R:3 method="wB97M-V/def2-TZVPD" total_energy_ev=-117571.613 lumo_energy_ev=-0.3 homo_energy_ev=-9.44 max_force_ev_per_a=2.69
K 2.107 -0.273 -0.433
As 5.103 -2.201 1.371
F 4.359 -2.803 -0.110
F 5.902 -3.719 1.677
F 5.789 -1.556 2.865
F 4.228 -0.685 1.094
F 3.747 -2.824 2.282
F 6.397 -1.549 0.391
C 2.517 3.497 0.654
O 2.386 2.229 1.259
C 1.557 2.328 2.396
C 0.993 0.953 2.859
N 0.307 0.207 1.821
C 0.206 -1.185 2.196
C -0.529 -2.051 1.168
O 0.375 -2.340 0.112
C -0.212 -3.027 -0.969
H 2.945 4.181 1.391
H 1.598 3.868 0.190
H 3.226 3.499 -0.178
H 0.657 2.938 2.242
H 2.085 2.841 3.205
H 0.323 1.041 3.730
H 1.801 0.388 3.331
H -0.609 0.569 1.592
H -0.292 -1.224 3.184
H 1.170 -1.647 2.428
H -1.447 -1.587 0.799
H -0.782 -2.967 1.714
H 0.590 -3.377 -1.611
H -0.963 -2.426 -1.495
H -0.829 -3.873 -0.637
C -2.936 -2.084 -3.673
O -3.002 -0.975 -2.815
C -3.760 -1.176 -1.635
C -3.931 0.157 -0.926
N -2.603 0.642 -0.438
C -2.491 2.073 -0.657
C -1.055 2.557 -0.342
O -0.036 1.761 -0.908
C 0.106 2.017 -2.307
H -2.662 -3.012 -3.157
H -2.081 -1.949 -4.338
H -3.822 -2.266 -4.282
H -3.327 -1.930 -0.977
H -4.776 -1.447 -1.943
H -4.564 0.010 -0.044
H -4.486 0.919 -1.479
H -1.966 0.264 -1.142
H -3.191 2.602 -0.005
H -2.690 2.467 -1.667
H -1.008 2.341 0.730
H -0.866 3.629 -0.424
H -0.604 1.496 -2.961
H 1.070 1.602 -2.598
H -0.023 3.076 -2.532

No. 3
55
Properties=species:S:1:pos:R:3 method="wB97M-V/def2-TZVPD" total_energy_ev=-34551.627 lumo_energy_ev=-4.6 charge=+2 homo_energy_ev=-14.65 max_force_ev_per_a=5.45
Be -1.137 0.024 -0.042
O 3.067 3.008 -3.238
C 4.147 3.093 -3.818
N 4.389 2.452 -4.967
C 5.343 3.976 -3.332
H 3.703 1.853 -5.321
H 5.336 2.433 -5.265
H 4.989 4.973 -3.334
H 6.178 3.912 -3.987
H 5.553 3.722 -2.311
O 0.799 -2.501 2.899
C 1.632 -3.297 3.428
N 2.956 -3.039 3.391
C 1.285 -4.522 4.237
H 3.360 -2.299 2.861
H 3.528 -3.598 4.008
H 0.594 -5.058 3.659
H 0.768 -4.249 5.136
H 2.131 -5.188 4.426
O -0.479 1.129 1.075
C -0.914 1.458 2.202
N -1.766 2.497 2.350
C -0.362 0.897 3.473
H -1.923 3.076 1.474
H -2.091 2.842 3.199
H -1.131 0.557 4.125
H 0.123 1.745 4.026
H 0.532 0.307 3.287
O -2.831 0.254 -0.270
C -3.651 -0.032 -1.178
N -3.391 -0.810 -2.188
C -4.993 0.590 -1.069
H -2.621 -1.315 -2.190
H -4.000 -0.871 -2.994
H -4.990 1.508 -1.715
H -5.237 1.086 -0.168
H -5.724 -0.102 -1.428
O -2.314 -2.780 -0.538
C -1.858 -2.598 0.590
N -0.732 -1.695 0.657
C -2.391 -3.185 1.847
H -0.040 -2.137 0.066
H -0.249 -1.728 1.615
H -1.763 -2.855 2.679
H -2.264 -4.243 1.915
H -3.416 -2.805 1.932
O -0.078 0.181 -1.281
C 0.180 1.089 -2.119
N 1.396 0.915 -2.735
C -0.740 2.216 -2.334
H 1.953 0.053 -2.493
H 1.846 1.660 -3.318
H -0.567 2.826 -1.481
H -1.723 1.741 -2.289
H -0.410 2.836 -3.155

Orbital gap for the records above, in order: 9.5960, 9.1821, 10.0359 eV